1.
# C7H10

An isolated molecule of C7H10 (ωB97M-V with the def2-TZVPD basis set, the OMol25 dataset).

Positions of all 17 atoms, in Å:
C: -0.647 -2.392 1.715
C: -1.337 -0.322 0.101
C: 0.845 0.397 -0.078
C: 2.207 0.804 -0.310
C: -0.406 0.707 -0.440
C: -0.594 -1.228 0.773
C: -0.760 1.760 -1.425
H: 2.132 1.868 -0.504
H: 0.368 -2.705 1.637
H: 2.743 0.222 -1.177
H: -0.811 -2.167 2.762
H: -1.890 1.740 -1.353
H: -0.504 2.819 -1.326
H: 2.717 0.539 0.636
H: -1.288 -3.164 1.347
H: -2.424 -0.287 0.040
H: -0.350 1.410 -2.397

Summary:
Frontier orbital gap, eV: 8.401
Relative energy (zero: lowest compared OMol25 entry of this formula, charge and spin), eV: 5.874
Net charge: 0
E_LUMO, eV: 0.741

Löwdin atomic charge list, values in e, 2 entries:
1. C -0.10
2. C -0.10

=====

2.
# C7H10

An isolated molecule of C7H10 (ωB97M-V with the def2-TZVPD basis set, the OMol25 dataset).

Positions of all 17 atoms, in Å:
C: 1.519 0.864 0.518
C: 1.198 0.459 -0.897
C: 0.376 -0.821 -0.768
C: 0.128 -1.028 0.781
C: -0.985 -0.699 -0.176
C: 0.950 0.051 1.409
C: -1.865 0.515 -0.154
H: -0.042 -1.905 1.411
H: -2.365 0.611 -1.126
H: 2.120 0.347 -1.488
H: 2.203 1.671 0.762
H: -2.626 0.377 0.623
H: -1.304 1.430 0.058
H: 0.494 -1.512 -1.606
H: 1.161 0.069 2.477
H: 0.573 1.186 -1.434
H: -1.535 -1.615 -0.390

Summary:
Structure (SMILES): C[C@@H]1[C@@H]2C=CC[C@H]12
Frontier orbital gap, eV: 9.779
Relative energy (zero: lowest compared OMol25 entry of this formula, charge and spin), eV: 1.511
Net charge: 0
E_LUMO, eV: 1.150

Löwdin atomic charge list, values in e, 2 entries:
1. C -0.10
2. C -0.16

=====

3.
# C7H10

The ion C7H10 with charge +1 (ωB97M-V with the def2-TZVPD basis set, the OMol25 dataset).

Positions of all 17 atoms, in Å:
C: -0.323 1.976 -0.639
C: -0.317 -2.894 -1.232
C: 0.210 -1.815 -0.587
C: 0.478 0.437 1.248
C: -0.129 0.595 -0.044
C: -0.397 -0.544 -0.772
C: 0.708 1.462 2.130
H: 1.157 -1.855 -0.065
H: 0.012 -3.889 -0.947
H: 0.430 2.128 -1.419
H: 0.823 1.231 3.178
H: -1.211 -0.576 -1.494
H: -0.191 2.786 0.055
H: 0.745 2.466 1.742
H: -1.300 -2.877 -1.691
H: -1.286 1.918 -1.148
H: 0.590 -0.549 1.686

Summary:
Frontier orbital gap (alpha / beta), eV: 8.189 / 7.802
Relative energy (zero: lowest compared OMol25 entry of this formula, charge and spin), eV: 0.286
Net charge: +1
2S+1: 2
E_LUMO (alpha / beta), eV: -5.378 / -7.240

Löwdin atomic charge list, values in e, 2 entries:
1. C 0.01
2. C 0.15

=====

Calculated calculated total energy in order - -7415.1603; -7419.5235; -7411.2142 eV